ORCA calculation (the ωB97M-V functional and the def2-TZVPD basis) on an isolated ion of composition C8H15N3O3PS and charge +1 in a non-equilibrium geometry.

Results
net charge: +1
calculated total energy: -1442.9580 a.u.
frontier orbital gap: 8.55 eV
LUMO level: -0.16819 Ha
SMILES: CC(=O)OCCCCc1n(S)nc[n+]1[PH2]=O
energy relative to the best compared isomer or geometry (same formula, charge and spin): 3.9911 eV

```
31
Properties=species:S:1:pos:R:3:nbo_charge:R:1
H -2.458 -3.016 1.782 0.3002
O -0.663 -2.737 -1.616 -0.9958
O 3.180 0.794 -0.707 -0.5141
S -4.505 1.475 0.739 0.2817
C 3.360 -0.614 -0.659 0.7670
H 0.965 1.676 -1.829 0.2406
N -3.651 -1.047 1.560 -0.1755
H -2.423 1.840 -1.308 0.2857
N -3.470 0.086 0.815 -0.3243
N -1.770 -1.277 0.372 -0.6756
C -0.512 1.951 -0.052 -0.4155
C -1.607 1.123 -0.938 -0.4820
H -0.953 3.012 0.046 0.2508
H 3.397 -0.852 1.600 0.2303
H 2.526 1.985 0.890 0.2137
H 1.536 0.420 0.692 0.1553
C -2.603 -1.982 1.338 0.1866
P -0.293 -1.952 -0.338 1.5646
H -1.152 0.581 -1.831 0.2766
C 2.084 1.244 0.124 -0.0773
O 3.507 -1.215 -1.755 -0.5292
H 2.541 -2.228 0.704 0.2144
H 4.370 -2.173 0.615 0.2872
C -2.260 0.047 0.034 0.5196
C 0.939 2.023 -0.741 -0.4506
H -5.287 1.299 -0.413 0.1721
C 3.440 -1.505 0.662 -0.7349
H 0.369 -2.771 0.632 -0.0135
H 0.562 -0.871 -0.722 -0.0207
H 1.257 3.132 -0.721 0.2447
H -0.425 1.549 1.024 0.2179
```

***

ORCA calculation (the ωB97M-V functional and the def2-TZVPD basis) on a 16-piece molecular cluster, C64H160O32 overall in a non-equilibrium geometry.

Results
calculated total energy: -4941.0697 a.u.
frontier orbital gap: 9.64 eV
LUMO level: 0.02112 Ha
energy relative to the best compared isomer or geometry (same formula, charge and spin): 7.9446 eV

```
256
Properties=species:S:1:pos:R:3:lowdin_charge:R:1
H 1.634 1.895 0.155 0.0740
H -3.189 5.344 3.806 0.0778
H -3.027 -1.556 1.406 0.0710
H -0.720 -8.229 -5.780 0.1259
O 0.260 -0.895 -5.733 -0.1652
C -0.843 4.238 1.674 -0.1507
H 2.378 8.026 -6.839 0.0810
H -0.537 -0.502 -1.444 0.1018
O -0.906 -10.620 0.274 -0.2243
H -0.038 -9.263 -1.629 0.0782
C 5.516 -1.697 2.847 -0.1903
C 5.879 -0.408 -0.607 -0.1125
C -1.172 6.796 -3.275 -0.1027
C 2.793 -1.841 -2.158 -0.1669
O -1.489 5.399 -3.136 -0.2114
C -2.632 -6.247 2.987 -0.1647
O 0.007 1.550 -1.153 -0.1971
C -0.402 -2.566 0.361 -0.0982
H -1.505 5.682 3.765 0.0739
O 3.461 7.805 -0.948 -0.1886
H -1.556 -5.482 -0.108 0.0776
C 0.401 1.924 5.073 -0.0865
H 5.492 -1.083 3.748 0.1176
H 2.091 1.095 -1.292 0.0680
C -0.138 1.483 -4.885 -0.2128
H -0.235 -10.145 2.292 0.1082
C 1.732 -4.699 -2.252 -0.1595
H -0.046 -3.317 1.066 0.0888
C 0.099 0.008 -4.552 -0.1314
H 6.420 0.111 1.856 0.1192
C 2.907 6.536 -1.014 -0.1349
O 0.650 5.425 3.347 -0.2326
H -7.734 -4.207 -1.153 0.1157
C 5.003 9.438 -2.171 -0.1787
C 1.262 6.620 3.764 -0.1071
H 2.076 -3.597 -0.384 0.1094
O 6.168 9.318 -2.955 -0.1850
C 2.582 -4.001 -1.261 -0.1429
C -0.695 -8.466 -1.977 -0.1282
H -3.949 1.578 -2.225 0.0725
H -5.266 -0.781 4.009 0.1144
O 6.008 -1.262 0.485 -0.1578
H 0.969 -4.644 4.131 0.0705
H -0.983 1.849 -4.301 0.1123
O -3.108 3.668 6.596 -0.2058
H -0.493 -11.205 -8.040 0.0863
O 1.049 2.226 -4.952 -0.1735
C 1.538 -10.653 0.986 -0.1262
H -1.808 -9.859 -3.687 0.1155
O 4.470 -2.657 2.844 -0.1489
H -0.865 6.935 -4.311 0.0772
H 2.026 6.536 -1.655 0.0795
H -2.772 -10.943 1.383 0.0831
H 5.141 7.854 -6.975 0.1227
C -6.355 3.675 2.418 -0.1599
O 3.480 -2.973 -1.828 -0.1602
C 5.666 -0.664 1.723 -0.2102
H 3.443 -1.170 -2.721 0.0974
C 5.754 6.224 0.838 -0.0910
H -4.975 -1.803 6.156 0.1162
C -4.146 -1.958 5.466 -0.1898
H 0.978 -0.075 -3.912 0.1077
H 3.186 -1.316 3.763 0.0917
H -4.692 2.473 -3.483 0.0925
H -5.702 4.845 4.478 0.0761
H -6.007 3.518 0.230 0.1266
H -1.829 0.768 6.612 0.1075
O -0.669 -1.393 1.050 -0.1849
H 2.542 -1.269 -1.265 0.0649
C -7.090 -2.274 -2.151 -0.1909
H -2.578 3.388 -0.655 0.1074
H -0.669 -0.324 -3.853 0.1080
H 1.488 6.608 4.830 0.0976
O -4.664 2.400 0.975 -0.2013
H 0.364 2.810 4.438 0.0565
H -3.868 2.337 2.858 0.0807
H -4.102 0.142 4.711 0.1104
C -2.281 -10.441 0.549 -0.1281
C -5.054 -4.365 -1.219 -0.0913
H -1.993 4.105 4.135 0.0721
H -3.640 -6.220 3.401 0.1209
H -3.290 -1.672 6.078 0.1063
H 6.356 -0.916 -1.445 0.0966
H 2.247 -11.037 1.720 0.1140
C -1.714 1.775 6.213 -0.1813
C -3.544 -1.968 2.273 -0.0562
H 0.165 -2.393 -4.361 0.0672
H 2.761 -1.776 2.023 0.0814
C -6.099 -0.253 -1.390 -0.0792
C 5.027 3.930 -6.044 -0.0862
C -0.634 -4.929 -2.849 -0.0846
H -4.293 -5.136 -1.344 0.0775
O 6.402 5.829 2.041 -0.1733
H 4.258 4.303 -6.721 0.0653
H -7.386 4.028 2.425 0.1245
H 4.973 9.923 -1.195 0.1214
C -4.520 2.488 -2.407 -0.0924
O -0.395 -6.362 3.719 -0.2354
H -2.601 5.952 -1.408 0.1257
C 0.727 -5.668 4.416 -0.0646
H 7.264 7.878 -2.047 0.0733
H -0.622 -5.798 -2.191 0.0434
H 4.957 5.492 0.708 0.0727
H -1.531 -4.602 4.105 0.1215
H 3.652 5.777 -1.252 0.0907
H -3.118 1.964 7.867 0.1143
C -2.465 2.616 7.286 -0.1962
H -0.252 0.487 1.412 0.1237
H -4.842 4.194 7.639 0.0805
O -0.332 2.127 6.280 -0.1835
H -6.642 -1.935 -3.085 0.1186
H -4.816 0.967 2.428 0.0800
H -8.071 -1.805 -2.076 0.1113
H 1.679 -11.240 0.078 0.1173
C 4.374 8.010 -2.052 -0.1690
H -0.569 -5.340 -3.856 0.0847
C -2.238 4.932 3.468 -0.0612
H -2.660 -10.841 -0.391 0.0919
H -3.141 -2.919 2.622 0.0709
H 5.756 3.423 -6.675 0.0835
H 1.803 2.771 -1.322 0.0841
H 1.183 4.971 1.498 0.1088
H -5.441 0.035 -2.209 0.0687
O -2.495 -5.470 1.807 -0.1926
O 3.941 7.590 -5.429 -0.1800
O -4.125 -3.324 5.023 -0.2080
C -3.847 4.579 7.417 -0.0938
C -1.133 -9.218 -5.581 -0.2441
C -2.687 3.775 -1.668 -0.2255
H 1.642 -5.776 -2.112 0.1285
H 4.119 6.384 -7.061 0.1106
C 0.270 5.316 1.982 -0.1727
H -5.632 0.063 -0.457 0.0822
H 3.242 -4.710 -0.760 0.1264
H 5.145 7.118 0.969 0.0908
C -4.235 -0.877 4.348 -0.2081
H -4.605 -2.065 2.043 0.0922
H 7.574 9.534 -1.414 0.0884
H 2.008 -4.454 -3.278 0.1374
H -1.339 -2.845 -0.121 0.0934
H 6.301 0.597 -0.579 0.0806
H -1.320 -6.944 0.896 0.0608
H -5.461 3.375 5.536 0.0792
H -0.121 -10.186 -3.863 0.1316
H 2.497 6.382 -0.015 0.0730
H -1.808 -6.021 5.079 0.1042
H 1.044 -0.221 0.569 0.0997
H -3.902 5.555 6.936 0.0889
H -0.497 -7.607 -1.337 0.0619
H 4.623 3.767 3.150 0.0926
H 0.542 -5.782 5.484 0.0787
C -4.111 1.688 2.016 -0.1229
C -5.983 2.913 1.137 -0.1530
C 0.833 3.639 -4.984 -0.0913
H -0.892 -9.511 -8.102 0.0892
H -0.261 7.015 -2.719 0.0722
H 4.176 2.125 2.950 0.0790
H 0.975 4.011 -5.999 0.0777
H 4.293 10.070 -2.704 0.1182
O 0.430 -4.102 -2.378 -0.2474
O 5.228 2.978 1.420 -0.1980
H 0.522 -7.914 1.279 0.0531
H -0.226 -11.764 1.814 0.1116
H 0.009 6.307 1.613 0.1256
H 6.428 6.299 -0.016 0.0911
H 0.687 7.510 3.508 0.0796
C 4.986 2.824 2.743 -0.1754
O -6.289 -1.681 -1.139 -0.2185
O -0.755 -8.193 -3.353 -0.1774
H -3.699 -5.236 5.799 0.0625
H -3.186 1.171 1.761 0.0874
H -5.373 -4.311 -0.178 0.0910
O -6.070 -4.614 -2.213 -0.1938
H 1.850 -2.043 -2.665 0.0638
C -7.272 -3.859 -2.077 -0.1643
H -2.030 7.459 -3.160 0.0891
H 4.753 -0.069 1.745 0.1054
C -1.998 5.126 -1.786 -0.1530
H 1.595 4.035 -4.313 0.0875
C -1.472 -5.865 0.909 -0.0901
H -7.094 4.174 5.090 0.0880
H 2.072 6.896 3.088 0.0781
H -1.683 0.517 -0.569 0.1185
C 1.400 1.846 -0.909 -0.0859
C -0.624 0.304 -0.716 -0.1277
H 1.623 -6.278 4.305 0.0754
C 7.218 4.683 1.920 -0.1886
C -3.827 -4.209 6.141 -0.0710
H 3.278 9.350 -6.342 0.0832
C 1.586 -8.150 1.253 -0.0881
H -5.769 4.594 2.434 0.1151
H 4.425 3.234 -5.460 0.0835
C -0.883 -9.438 -4.082 -0.1597
C 2.873 8.417 -5.950 -0.0752
H 4.817 -0.306 -0.830 0.0706
H 6.564 3.593 0.003 0.1138
H -2.034 3.106 -2.229 0.1087
C -1.673 -5.682 4.052 -0.1604
C 6.571 3.464 1.085 -0.1412
C -6.087 3.876 4.798 -0.1078
C 5.945 6.209 -5.896 -0.1359
H 6.473 -2.220 2.829 0.1273
H -0.668 3.438 2.393 0.1045
H -2.203 -9.171 -5.782 0.1225
H -1.638 -8.900 -1.643 0.0724
H 8.220 4.845 1.524 0.1122
H -1.771 2.868 8.088 0.1229
C -1.066 -10.426 -7.537 -0.0880
H 0.555 -2.978 -5.960 0.0910
H 3.919 7.781 -3.016 0.1021
H -0.625 -5.456 1.460 0.0732
H 5.801 2.420 3.344 0.0931
H -0.157 4.068 -4.833 0.0716
H 1.458 1.925 5.338 0.0884
H -5.443 2.251 -1.877 0.0592
H 2.075 -7.225 0.946 0.0810
H -0.963 3.952 0.629 0.0961
H -1.564 -4.361 -2.844 0.0908
H 1.750 -2.019 -5.145 0.0892
H -4.697 -4.133 6.794 0.0933
O -2.165 4.680 2.017 -0.1919
H 1.970 -8.311 2.260 0.0832
O 5.501 5.015 -5.191 -0.2053
H -2.534 -9.391 0.694 0.0701
H 8.170 9.154 -2.982 0.0891
H 6.552 6.795 -5.207 0.1175
O -3.289 -0.986 3.303 -0.2060
O -3.985 3.808 -2.167 -0.1367
H 5.119 7.214 -2.064 0.1039
H 2.475 -2.776 3.371 0.0680
H -7.983 -4.094 -2.868 0.1154
C 0.675 -2.129 -5.288 -0.1598
H 0.217 -2.377 -0.516 0.0631
O -6.109 3.039 3.680 -0.2084
H -2.167 1.741 5.222 0.1138
H 2.057 8.698 -5.285 0.0835
H -3.286 4.695 8.344 0.0842
H -0.553 1.612 -5.885 0.1265
C 0.032 -10.773 1.443 -0.1263
C 4.701 7.034 -6.408 -0.2519
O 1.883 -9.316 0.440 -0.2107
H -4.509 -3.464 -1.500 0.0745
O -0.529 -10.268 -6.222 -0.1748
C 7.350 8.935 -2.297 -0.1025
H -2.369 -7.270 2.717 0.1157
H -1.056 5.172 -1.240 0.1089
H 7.248 2.620 1.216 0.1024
H -6.551 2.005 0.933 0.1149
C -0.044 -0.238 0.624 -0.2244
H -7.073 0.222 -1.511 0.0903
H 6.526 5.886 -6.760 0.1153
H -2.824 -3.860 6.384 0.0909
H 7.605 4.349 2.883 0.1124
H -0.056 1.130 4.481 0.0864
H -2.111 -10.734 -7.487 0.0887
C 3.204 -2.069 2.975 -0.1128
```

***

ORCA calculation (the ωB97M-V functional and the def2-TZVPD basis) on a 2-piece molecular cluster, CH8N2S2 overall in a non-equilibrium geometry.

Results
calculated total energy: -948.7208 a.u.
frontier orbital gap: 8.67 eV
LUMO level: 0.00246 Ha
SMILES: NCN.SS
energy relative to the best compared isomer or geometry (same formula, charge and spin): 1.3232 eV

```
13
Properties=species:S:1:pos:R:3:nbo_charge:R:1
H -3.467 1.716 -2.493 0.1549
H 0.041 -1.437 2.996 0.3610
H -1.197 1.643 -3.725 0.1401
N 0.175 -0.890 2.152 -0.8575
C 1.168 -1.520 1.206 -0.0563
S -3.102 2.988 -2.048 -0.1197
H 0.570 0.000 2.467 0.3458
H 0.745 -2.420 0.770 0.1783
H 1.841 0.232 0.455 0.3423
S -1.224 2.683 -2.923 -0.1741
H 2.166 -1.818 1.767 0.1510
H 0.701 -0.504 -0.592 0.3584
N 1.584 -0.672 -0.032 -0.8243
```